The following is a quantum chemistry calculation of one molecule with the formula C23H30N6O2 at a distorted geometry, from the OMol25 dataset.

Last column: Mulliken charge in e.
CARTESIAN COORDINATES (ANGSTROEM)
C1 2.129885 0.156735 4.440434  -1.951
C2 2.613233 -0.056012 3.037995  0.858
C3 3.405795 -1.153093 2.725405  -0.800
C4 3.881532 -1.331008 1.441720  -1.003
C5 3.582680 -0.432060 0.424519  1.155
C6 4.128408 -0.664223 -0.951849  -1.582
C7 2.769348 0.661111 0.728429  0.989
C8 2.374094 1.655954 -0.331814  -1.572
N1 1.667342 1.009476 -1.405535  1.241
N2 1.923490 1.274107 -2.696156  -0.943
N3 1.216714 0.533384 -3.448058  -0.612
C9 0.453386 -0.273981 -2.674077  0.819
C10 -0.485059 -1.328112 -2.965528  -0.291
O1 -0.861282 -1.782616 -4.015217  -0.654
N4 -0.949855 -1.884523 -1.750558  -0.012
C11 -0.633556 -1.488211 -0.491496  -0.601
C12 -1.289522 -2.237954 0.636266  0.270
C13 -0.681701 -1.915543 2.007001  -1.526
C14 -1.055760 -0.512758 2.481556  0.898
C15 -2.565291 -0.276163 2.390741  -1.578
N5 -3.025679 -0.545882 1.048055  0.153
C16 -3.246452 0.345020 0.041104  0.716
O2 -3.269354 -0.032089 -1.117675  -0.678
C17 -3.575408 1.784120 0.381210  -0.821
C18 -2.679775 2.747106 -0.411191  0.535
C19 -1.251711 2.709735 0.125339  -0.600
C20 -3.235895 4.166515 -0.350427  -1.749
C21 -2.797009 -1.924348 0.673105  -1.628
N6 0.209197 -0.541319 -0.234609  0.529
C22 0.741388 0.034245 -1.337093  0.029
C23 2.301315 0.834956 2.023696  -0.359
H1 1.677247 -0.752369 4.832895  0.364
H2 1.402296 0.962954 4.485323  0.330
H3 2.967626 0.415195 5.088057  0.477
H4 3.656576 -1.868190 3.495772  0.437
H5 4.504271 -2.185833 1.219414  0.419
H6 4.444140 0.264931 -1.421837  0.291
H7 3.374916 -1.120338 -1.595091  0.230
H8 4.979516 -1.339937 -0.911158  0.511
H9 1.735732 2.430561 0.105558  0.346
H10 3.246237 2.137804 -0.784359  0.508
H11 -1.647170 -2.608941 -1.876287  0.299
H12 -1.167027 -3.308275 0.431579  0.674
H13 0.404432 -1.995707 1.953749  0.346
H14 -1.050395 -2.654219 2.723051  0.487
H15 -0.729753 -0.376938 3.512807  0.535
H16 -0.537599 0.211011 1.855611  -0.598
H17 -2.800544 0.743891 2.686896  0.451
H18 -3.093410 -0.956809 3.069650  0.404
H19 -3.514800 2.004509 1.444346  0.167
H20 -4.610801 1.931026 0.061750  0.517
H21 -2.673286 2.409538 -1.452501  0.320
H22 -0.857718 1.697019 0.085569  -0.260
H23 -0.611494 3.355202 -0.472766  0.478
H24 -1.221681 3.055649 1.158341  0.309
H25 -2.601299 4.844734 -0.915746  0.393
H26 -4.237746 4.207073 -0.770908  0.450
H27 -3.279456 4.516269 0.679833  0.356
H28 -3.261024 -2.085042 -0.301721  0.636
H29 -3.279959 -2.569269 1.413887  0.590
H30 1.681250 1.692239 2.246151  0.296

Force components x, y, z for each atom (eV/Å):
0.1 0.0 0.0
0.0 0.0 0.0
-0.1 0.1 0.0
0.0 0.0 0.0
0.0 0.1 0.1
-0.1 0.0 0.0
0.2 0.0 0.1
0.2 0.3 0.3
-0.8 -0.7 0.0
0.8 0.9 -0.2
-0.3 -0.3 -0.8
0.3 0.4 1.3
0.0 -0.1 0.0
0.0 0.0 -0.3
-0.1 -0.2 0.0
0.1 -0.1 0.0
-0.2 -0.1 0.2
0.1 0.2 -0.2
-0.2 -0.1 0.1
0.3 0.3 0.3
-0.1 -0.3 0.0
-0.3 0.2 0.2
0.0 0.1 -0.4
0.2 0.1 -0.4
0.0 0.1 0.1
-0.2 -0.1 -0.2
0.1 -0.3 -0.1
0.0 -0.3 -0.4
0.1 0.1 0.3
-0.4 -0.5 -1.1
0.1 0.0 0.0
-0.1 0.0 0.1
-0.1 0.0 0.1
0.0 0.0 0.1
0.0 -0.1 0.1
0.1 -0.1 0.0
0.0 0.0 -0.1
0.0 0.0 -0.1
0.1 0.0 0.0
0.1 0.0 -0.1
-0.1 0.0 0.0
0.1 0.1 0.0
0.0 0.0 0.0
0.0 -0.1 0.1
0.0 -0.1 0.0
0.0 0.0 0.1
0.0 0.1 0.1
0.0 -0.1 0.0
0.0 0.1 0.0
0.0 0.0 0.0
0.0 -0.1 0.1
0.0 0.0 0.1
0.1 -0.1 0.0
0.1 0.1 0.0
0.0 0.1 0.2
0.0 0.1 0.0
-0.1 0.1 0.0
0.0 0.1 0.1
0.0 -0.1 0.2
0.0 0.0 0.0
-0.1 0.1 0.0

Computed properties:
- net charge = 0
- HOMO-LUMO gap (eV) = 9.4
- highest occupied orbital energy (eV) = -8.961
- SMILES string = Cc1ccc(C)c(Cn2nnc3c(=O)[nH]c([C@H]4CCCN(C(=O)CC(C)C)C4)nc32)c1
- energy relative to the best compared isomer or geometry (same formula, charge and spin) (eV) = 0.0000
- LUMO energy (eV) = 0.5


The following is a quantum chemistry calculation of a 2-piece molecular cluster, C7H10O2 overall at a distorted geometry, from the OMol25 dataset.

Last column: Mulliken charge in e.
CARTESIAN COORDINATES (ANGSTROEM)
C1 1.231358 -1.918159 0.230656  -1.109
C2 0.819676 -0.621148 0.176146  0.820
C3 0.742781 0.182427 1.560344  -1.585
C4 0.190813 0.151935 -0.937493  0.987
C5 -0.270373 -0.476964 -1.984864  -1.209
C6 0.174247 1.649752 -0.802254  -1.276
H1 1.592389 -2.101192 1.219938  0.330
H2 1.546626 -2.592313 -0.623275  0.271
H3 -0.104238 0.851115 1.677215  0.324
H4 0.660723 -0.559104 2.378738  0.461
H5 1.673804 0.744891 1.653176  0.361
H6 -0.858271 0.039394 -2.629072  0.400
H7 -0.153494 -1.543339 -2.122038  0.247
H8 -0.674557 2.195372 -0.307015  0.260
H9 0.016297 2.203283 -1.796655  0.380
H10 1.096139 2.067444 -0.366831  0.302
O1 -2.961735 0.905562 1.262632  -0.396
C7 -2.580779 -0.110750 0.901392  0.726
O2 -2.141400 -1.068211 0.509268  -0.295

Force components x, y, z for each atom (eV/Å):
0.8 1.8 -1.2
-0.9 0.1 1.4
0.5 -1.8 -0.8
1.4 0.1 1.2
0.6 -1.7 0.7
-1.0 2.6 -1.4
0.2 -1.1 0.3
-0.8 1.0 1.1
0.0 0.1 -0.4
0.3 0.4 -0.4
-0.1 0.1 0.2
-1.4 1.4 -2.4
-0.2 0.0 0.1
0.5 -1.2 0.5
0.7 -1.3 0.9
-0.3 -0.3 -0.1
-1.0 1.8 0.8
-0.3 1.8 0.4
1.1 -3.7 -1.1

Computed properties:
- net charge = 0
- HOMO-LUMO gap (eV) = 9.3
- highest occupied orbital energy (eV) = -8.676
- SMILES string = C=C(C)C(=C)C.O=C=O
- energy relative to the best compared isomer or geometry (same formula, charge and spin) (eV) = 1.1291
- LUMO energy (eV) = 0.6


The following is a quantum chemistry calculation of an isolated ion of composition C4H11N2O2 and charge +1 at a distorted geometry, from the OMol25 dataset.

Last column: Mulliken charge in e.
CARTESIAN COORDINATES (ANGSTROEM)
N1 -1.094180 0.457671 -0.883070  -0.695
C1 -0.275880 0.356345 0.326027  0.228
C2 1.223688 0.150557 0.174689  -0.733
C3 1.785623 0.521068 -1.210001  -0.778
N2 1.023017 1.490306 -2.075622  -0.243
C4 -0.842274 -0.848077 1.173461  0.414
O1 -2.002758 -1.130772 0.962081  -0.558
O2 -0.136764 -1.372218 2.143926  -0.427
H1 -2.037284 0.666517 -0.592539  0.263
H2 -1.027709 -0.427107 -1.375235  0.262
H3 -0.543219 1.195642 0.978743  0.355
H4 1.549582 -0.892876 0.389957  0.345
H5 1.736970 0.738270 0.933422  0.377
H6 1.977743 -0.357749 -1.844057  0.377
H7 2.773170 0.955828 -1.042363  0.392
H8 1.553627 1.621029 -2.941300  0.363
H9 0.883782 2.413258 -1.665524  0.341
H10 0.064762 1.124125 -2.216068  0.331
H11 -0.569247 -2.146510 2.533487  0.386

Force components x, y, z for each atom (eV/Å):
1.4 0.4 -0.1
-0.7 -1.7 1.7
0.4 0.2 -0.7
1.3 -0.3 0.1
0.5 0.1 -0.1
-2.8 1.0 -0.7
0.7 -0.5 0.2
1.6 0.0 0.1
-0.3 -0.4 -0.3
-0.8 -0.2 0.2
0.4 0.2 -0.3
-0.5 0.6 -0.3
0.0 0.1 0.0
-0.4 0.3 0.2
-0.1 0.1 -0.2
-0.3 0.0 0.0
0.1 0.0 0.2
-0.2 0.1 0.1
-0.4 0.1 0.0

Computed properties:
- net charge = +1
- HOMO-LUMO gap (eV) = 10.3
- highest occupied orbital energy (eV) = -13.787
- SMILES string = N[C@H](CC[NH3+])C(=O)O
- energy relative to the best compared isomer or geometry (same formula, charge and spin) (eV) = 0.9367
- LUMO energy (eV) = -3.5


The following is a quantum chemistry calculation of a 2-piece molecular cluster, C4H13N3 overall at a distorted geometry, from the OMol25 dataset.

Last column: Mulliken charge in e.
CARTESIAN COORDINATES (ANGSTROEM)
C1 2.724566 0.062033 0.971656  -0.249
N1 2.409202 -0.643976 0.029667  -0.327
C2 1.780379 -0.121856 -1.136048  -0.567
H1 3.042225 -0.347468 1.942826  0.275
H2 2.873560 1.237870 0.949128  0.210
H3 2.244741 0.928302 -1.294544  0.352
H4 2.086273 -0.727902 -2.004513  0.254
H5 0.651653 -0.142544 -1.146235  0.044
C3 -1.449508 1.625269 0.611283  -0.930
C4 -1.825912 0.287578 -0.142540  -0.393
N2 -0.964767 -0.861530 0.208347  0.072
N3 -1.206089 -2.172965 -0.215829  -0.730
H6 -1.811271 1.494724 1.734378  0.254
H7 -0.288092 1.837939 0.625966  0.189
H8 -2.027811 2.467319 0.181650  0.358
H9 -2.900748 0.032617 0.038206  0.343
H10 -1.866475 0.712227 -1.148160  0.221
H11 -0.591395 -0.710015 1.141474  0.222
H12 -0.747498 -2.386653 -1.020006  0.179
H13 -2.133036 -2.570962 -0.326710  0.220

Force components x, y, z for each atom (eV/Å):
1.8 3.5 2.3
-2.1 -2.5 -0.7
1.2 1.7 -1.8
0.1 -0.2 -0.5
-0.8 -1.8 -0.3
-1.3 -1.1 -0.1
0.0 0.2 0.2
1.4 0.1 0.7
0.5 -1.3 2.5
-0.9 0.8 0.5
-0.5 1.6 -0.7
-1.0 0.5 2.6
1.0 0.5 -2.1
-2.4 -0.4 -0.2
0.6 -0.5 0.2
0.5 0.3 0.2
0.8 -1.3 -0.8
-0.3 -0.9 -0.2
1.9 -0.3 -2.7
-0.4 0.9 0.7

Computed properties:
- net charge = 0
- HOMO-LUMO gap (eV) = 9.8
- highest occupied orbital energy (eV) = -8.697
- SMILES string = C=NC.CCNN
- energy relative to the best compared isomer or geometry (same formula, charge and spin) (eV) = 3.7883
- LUMO energy (eV) = 1.1